Molecular formula: C48H144N21O15P9
Method: DFT, ωB97M-V/def2-TZVPD

```
237
Properties=species:S:1:pos:R:3:forces:R:3:lowdin_charge:R:1
O -6.7256 -0.6687 -5.2261 -0.1 -0.3 0.2 -0.285
P -5.3684 -1.2067 -5.0631 2.8 -1.0 -0.2 0.588
N -5.2420 -2.9152 -4.8786 1.0 1.3 1.4 -0.298
C -6.0569 -3.8435 -5.6621 0.4 1.1 -0.1 -0.112
C -3.9938 -3.5245 -4.2553 -2.1 1.3 0.9 -0.087
N -4.5023 -0.4414 -3.7796 -0.4 -0.9 -0.3 -0.262
C -3.0128 -0.2506 -3.7208 -1.5 0.0 -0.6 -0.078
C -5.2924 0.5023 -2.9699 0.3 -0.7 0.1 -0.128
N -4.4156 -0.8978 -6.4548 -1.1 -0.1 -0.3 -0.294
C -4.8747 0.2123 -7.2917 0.1 -0.2 -0.1 -0.118
C -3.1047 -1.3794 -6.8326 0.4 -1.3 0.4 -0.138
H -7.0248 -3.4006 -5.8971 0.1 0.2 -0.1 0.077
H -6.2731 -4.7378 -5.0777 0.3 -0.2 -0.1 0.074
H -5.4886 -4.0169 -6.5759 -0.4 -0.7 -0.3 0.079
H -4.2357 -4.5834 -4.1638 0.9 -0.1 -0.6 0.075
H -3.9576 -3.1926 -3.2177 -0.2 0.1 0.3 0.042
H -3.0348 -3.1585 -4.6220 -0.1 -0.8 -0.8 0.052
H -2.7622 0.2408 -2.7806 -0.1 0.1 -0.1 0.067
H -2.4127 -1.1597 -3.7592 -0.3 -0.2 0.0 0.062
H -2.7438 0.3600 -4.5827 0.4 0.3 0.1 0.053
H -6.3370 0.1913 -2.9833 0.1 0.2 0.0 0.068
H -4.9289 0.4336 -1.9445 0.0 0.2 0.1 0.073
H -5.2236 1.5371 -3.3053 0.0 0.0 -0.2 0.061
H -4.2002 1.0550 -7.1400 -0.2 0.5 -0.1 0.072
H -4.8584 -0.0493 -8.3497 0.4 -0.2 -0.1 0.077
H -5.9260 0.4516 -7.1313 0.3 0.2 0.6 0.070
H -2.2669 -0.7693 -6.4950 0.0 0.5 -0.3 0.071
H -2.9974 -1.6396 -7.8856 -0.4 0.9 -0.5 0.083
H -2.8272 -2.3714 -6.4762 -0.6 -0.1 0.8 0.059
O -1.0393 -3.0331 7.2130 -1.1 0.8 -1.0 -0.300
P -1.8778 -2.9237 5.9809 -1.2 0.6 -1.7 0.666
N -3.3238 -1.8783 5.9799 0.7 -3.3 0.2 -0.300
C -4.4776 -1.9835 5.0646 0.4 0.1 0.6 -0.106
C -3.3146 -0.7385 6.8292 0.1 0.9 -0.4 -0.143
N -2.4781 -4.4517 5.4277 0.0 1.3 0.1 -0.310
C -3.4298 -5.1268 6.3171 0.7 -0.5 -0.5 -0.120
C -1.5287 -5.3841 4.8180 0.7 0.5 -0.4 -0.129
N -1.0648 -2.2492 4.6384 0.9 -2.4 1.6 -0.321
C -0.0367 -1.2870 4.8470 0.6 0.7 0.2 -0.126
C -1.6579 -2.2030 3.3391 -1.0 0.1 0.6 -0.108
H -5.3806 -1.6478 5.5744 0.0 0.2 0.4 0.074
H -4.7187 -3.0111 4.7923 0.5 0.1 -0.3 0.051
H -4.3686 -1.3269 4.2014 0.0 -0.3 -0.3 0.066
H -3.0047 0.1247 6.2401 0.5 0.5 0.2 0.069
H -2.6538 -0.9135 7.6782 -0.2 0.3 0.1 0.079
H -4.3337 -0.4732 7.1106 -0.1 -0.3 0.6 0.073
H -3.6874 -6.0040 5.7234 -0.7 -0.1 0.3 0.068
H -2.9332 -5.5081 7.2093 0.0 0.1 0.3 0.080
H -4.3044 -4.5375 6.5926 0.2 0.1 -0.2 0.076
H -0.6678 -5.6299 5.4398 0.1 0.1 0.3 0.082
H -1.9331 -6.3517 4.5209 -0.7 0.2 0.2 0.079
H -1.1413 -4.9628 3.8903 0.1 0.2 0.0 0.057
H 0.7676 -1.6203 5.5029 -0.2 -0.1 0.2 0.085
H 0.4280 -1.0724 3.8846 0.1 0.0 -0.1 0.065
H -0.4451 -0.3412 5.2030 0.1 0.3 0.2 0.070
H -0.8883 -2.0177 2.5898 -0.1 -0.2 -0.2 0.074
H -2.3805 -1.3874 3.3653 -0.2 0.2 -0.8 0.069
H -2.1996 -3.1375 3.1931 -0.1 0.1 -0.5 0.062
O -4.6252 -2.0972 1.3787 0.0 -0.5 -1.4 -0.287
P -4.8359 -3.3481 0.5968 -0.6 -2.9 0.1 0.644
N -6.0347 -3.3425 -0.6193 -0.6 0.7 1.6 -0.305
C -6.4642 -4.5065 -1.3804 0.2 0.3 0.4 -0.105
C -6.3374 -2.0404 -1.1943 0.4 -0.5 -0.2 -0.114
N -5.3639 -4.6842 1.6296 0.8 0.5 -1.7 -0.314
C -6.7398 -4.7255 2.0714 -0.3 1.0 -0.8 -0.124
C -4.4725 -5.3247 2.5673 0.4 1.1 0.0 -0.135
N -3.5079 -3.9381 -0.3165 0.3 -0.3 1.6 -0.278
C -3.2411 -5.3518 -0.6766 -0.5 0.4 -0.5 -0.099
C -2.4498 -2.9974 -0.6998 -0.7 0.0 0.1 -0.114
H -5.7456 -4.7030 -2.1761 0.3 -0.6 0.1 0.057
H -7.4055 -4.3758 -1.9142 -0.2 0.7 0.2 0.086
H -6.6668 -5.3260 -0.6908 0.6 -0.3 -0.3 0.065
H -5.4794 -1.3996 -0.9913 -0.4 0.4 0.0 0.051
H -7.2702 -1.6242 -0.8139 0.0 0.2 0.0 0.088
H -6.4068 -2.1766 -2.2736 0.0 0.2 -0.1 0.064
H -7.3354 -4.9630 1.1899 -0.6 -0.2 0.4 0.057
H -6.9045 -5.4134 2.9007 0.2 -0.2 -0.3 0.085
H -7.0547 -3.7414 2.4186 -0.2 0.2 0.2 0.080
H -4.7626 -6.3560 2.7680 0.1 -0.2 -0.3 0.086
H -3.4604 -5.2201 2.1763 0.2 -0.4 0.2 0.070
H -4.5263 -4.7816 3.5108 0.3 -0.1 0.4 0.053
H -3.8537 -6.1021 -0.1767 -0.2 0.5 0.3 0.073
H -3.4647 -5.4542 -1.7385 0.0 -0.2 -0.3 0.059
H -2.2080 -5.6827 -0.5702 0.2 0.5 0.4 0.074
H -2.1639 -3.1879 -1.7342 0.3 -0.2 0.0 0.071
H -1.5869 -3.0355 -0.0348 0.2 -0.1 0.0 0.074
H -2.8309 -1.9763 -0.6832 0.0 0.0 0.2 0.058
O -1.6125 2.3302 4.6923 1.4 1.3 -0.7 -0.322
P -0.9019 3.5325 4.1162 -0.3 -0.3 -0.3 0.625
N -1.0022 4.9526 5.1063 -0.4 -1.0 -0.3 -0.301
C -0.1706 4.9720 6.3568 -0.5 0.1 -1.7 -0.106
C -2.3882 5.5735 5.2798 0.9 -0.9 -0.4 -0.091
N -1.6277 3.9154 2.6314 -0.4 -0.5 -0.4 -0.284
C -1.1057 4.8696 1.5881 -0.1 -0.5 1.3 -0.084
C -3.0836 3.6042 2.4225 0.8 1.5 0.3 -0.106
N 0.8040 3.3047 3.7559 -2.8 1.4 1.2 -0.306
C 1.3316 2.0075 3.6001 0.1 -1.7 0.5 -0.130
C 1.6850 4.3715 3.4212 0.1 1.0 -0.5 -0.153
H 0.7315 4.3837 6.1889 -0.1 0.0 0.0 0.064
H -0.7172 4.5560 7.2031 0.1 0.3 0.2 0.081
H 0.1175 6.0224 6.3986 0.1 -0.1 1.0 0.079
H -2.6413 6.1627 4.3984 0.2 0.4 0.2 0.065
H -2.4446 6.1253 6.2181 0.5 0.4 -0.3 0.075
H -3.2167 4.8734 5.3876 0.3 -0.7 -0.1 0.070
H -1.7730 4.9594 0.7309 0.0 -0.4 0.1 0.056
H -1.0281 5.8798 1.9900 0.2 0.1 0.1 0.075
H -0.1276 4.5296 1.2474 0.0 0.1 -0.1 0.056
H -3.5907 4.5207 2.7239 -0.6 0.0 0.0 0.064
H -3.2415 3.5257 1.3469 -0.1 -0.4 0.1 0.060
H -3.5115 2.7835 2.9982 0.6 -0.1 -0.1 0.079
H 1.1327 1.3973 4.4811 -0.1 -0.1 0.1 0.073
H 0.9206 1.4523 2.7569 0.1 0.0 -0.3 0.064
H 2.4172 2.0367 3.5067 0.0 0.2 -0.1 0.086
H 1.1918 5.3351 3.5493 0.1 0.0 0.2 0.076
H 2.0053 4.3361 2.3799 0.0 -0.1 -0.4 0.066
H 2.6157 4.3603 3.9885 0.0 0.0 0.4 0.082
O 6.6482 2.8882 -3.4230 -0.5 1.3 1.8 -0.305
P 6.2980 3.8745 -2.3334 1.4 -0.6 -0.3 0.577
N 4.8088 3.6068 -1.6801 -1.6 -2.1 -1.6 -0.300
C 4.0988 2.3259 -2.0201 0.7 0.7 0.4 -0.065
C 3.9703 4.5456 -1.0359 -0.1 0.1 0.6 -0.132
N 6.3880 5.5225 -2.7725 -0.6 -0.3 0.2 -0.299
C 7.6240 6.2968 -2.6477 0.1 -0.8 0.4 -0.126
C 5.5019 6.0053 -3.8746 0.0 -1.3 0.8 -0.083
N 7.2509 3.6609 -0.9182 1.1 1.5 -1.5 -0.314
C 7.1908 4.5468 0.2306 0.2 -0.2 -0.2 -0.119
C 7.7856 2.3497 -0.7236 0.2 -1.0 0.5 -0.137
H 4.8079 1.5051 -1.9130 -0.1 -0.1 -0.5 0.071
H 3.6212 2.3714 -2.9989 0.2 -0.2 -0.2 0.084
H 3.3078 2.1433 -1.2928 0.1 0.2 0.2 0.056
H 3.5081 4.0881 -0.1612 0.5 0.0 0.7 0.076
H 3.0508 4.7493 -1.5846 0.3 0.9 -0.7 0.058
H 4.6528 5.3586 -0.7883 -1.0 0.6 0.2 0.080
H 8.0431 6.6051 -3.6055 -0.1 -0.2 -0.2 0.082
H 7.4991 7.1961 -2.0447 -0.2 0.1 0.1 0.077
H 8.3355 5.6427 -2.1437 0.3 0.2 -0.1 0.070
H 5.6410 5.3897 -4.7632 0.6 0.5 -0.4 0.079
H 4.4533 5.7863 -3.6731 -0.2 0.4 0.6 0.055
H 5.6715 7.0747 -3.9999 -0.1 -0.2 -0.2 0.085
H 8.0779 4.5159 0.8633 0.4 -0.6 -0.2 0.080
H 7.2253 5.5897 -0.0843 -0.9 0.0 0.0 0.066
H 6.3745 4.2536 0.8908 -0.4 0.6 0.1 0.080
H 8.4095 2.0090 -1.5500 -0.2 0.0 -0.1 0.084
H 7.0086 1.6127 -0.5208 -0.3 -0.3 -0.3 0.056
H 8.3815 2.2667 0.1853 0.3 0.6 0.0 0.078
O -1.0963 5.4597 -1.6923 0.1 0.0 -0.4 -0.283
P -1.4475 5.6367 -3.1156 -0.4 0.6 -2.3 0.592
N -0.0702 5.7282 -4.1620 -0.8 -0.8 1.4 -0.293
C 1.0418 4.8067 -3.8322 -0.2 0.9 1.0 -0.105
C 0.0028 6.2901 -5.4966 0.0 0.6 0.0 -0.123
N -2.2665 7.1069 -3.4169 0.2 -1.4 0.5 -0.322
C -3.2394 7.3617 -4.4679 0.5 -0.7 0.3 -0.114
C -1.8702 8.2947 -2.6827 0.3 -0.6 0.2 -0.113
N -2.4173 4.3852 -3.7538 -1.3 -0.6 2.3 -0.283
C -2.3301 3.7523 -5.0353 1.6 0.8 -0.6 -0.123
C -3.5016 3.6930 -2.9562 0.5 1.2 0.3 -0.079
H 1.9147 5.0389 -4.4423 -0.3 -0.5 -0.5 0.080
H 0.7360 3.7631 -3.7577 0.2 -0.2 -0.8 0.068
H 1.4114 5.0172 -2.8287 -0.3 0.2 0.2 0.047
H 0.9160 6.8814 -5.5642 0.3 -0.2 -0.2 0.080
H -0.7548 7.0345 -5.7414 -0.5 -0.3 0.4 0.070
H -0.0078 5.5395 -6.2869 0.1 -0.1 -0.1 0.078
H -4.2081 7.6713 -4.0757 -0.1 0.1 0.1 0.083
H -2.8340 8.1508 -5.1012 -0.2 0.0 -0.4 0.072
H -3.3784 6.4340 -5.0230 -0.1 0.2 -0.2 0.064
H -2.5392 8.5172 -1.8514 -0.4 0.2 -0.2 0.082
H -0.9113 8.1123 -2.1976 0.2 0.2 -0.3 0.074
H -1.8303 9.1024 -3.4136 0.2 0.4 0.4 0.078
H -2.9566 4.2390 -5.7827 -0.2 -0.2 -0.2 0.080
H -1.2842 3.8922 -5.3084 0.0 -0.3 -0.7 0.062
H -2.5208 2.6796 -5.0032 -0.2 0.1 0.2 0.069
H -4.4936 3.9131 -3.3506 0.0 0.1 -0.4 0.079
H -3.5478 4.0043 -1.9126 0.4 0.2 0.0 0.073
H -3.3939 2.6083 -2.9528 0.4 0.1 -0.2 0.042
O 4.5561 -3.4472 2.8116 0.7 0.5 -0.3 -0.294
P 5.8716 -3.1360 2.1922 1.8 -0.1 0.7 0.598
N 6.3543 -1.5003 2.3614 -2.5 0.2 0.6 -0.300
C 7.2876 -0.8255 1.5180 -0.2 -0.8 -0.9 -0.134
C 5.3956 -0.5767 3.0194 0.5 -0.6 0.3 -0.105
N 6.0438 -3.6057 0.5625 0.7 -0.1 0.6 -0.281
C 6.1250 -5.0772 0.2991 0.0 0.6 0.6 -0.089
C 5.4040 -2.8460 -0.5266 -0.5 0.1 0.7 -0.098
N 7.1838 -3.8515 3.0807 -1.0 -1.8 -1.2 -0.300
C 8.6286 -3.8516 2.6698 -1.5 0.8 0.7 -0.105
C 6.9543 -4.0345 4.5313 -0.1 0.5 0.2 -0.128
H 7.6512 0.0782 2.0071 0.5 -0.3 0.1 0.085
H 6.8254 -0.5184 0.5798 -0.1 0.3 -0.3 0.055
H 8.0177 -1.5838 1.2352 0.6 0.6 0.1 0.070
H 5.9685 0.2261 3.4835 0.1 0.2 -0.2 0.077
H 4.8986 -1.0620 3.8594 -0.2 -0.2 -0.3 0.075
H 4.6497 -0.1486 2.3497 -0.1 0.1 -0.2 0.064
H 6.9636 -5.5220 0.8348 0.1 0.2 0.0 0.068
H 5.2329 -5.5858 0.6647 -0.2 0.0 -0.2 0.066
H 6.2600 -5.2746 -0.7643 -0.1 0.2 0.0 0.085
H 5.0839 -1.8542 -0.2072 0.3 0.1 0.3 0.059
H 6.0595 -2.6975 -1.3847 0.1 -0.3 0.0 0.089
H 4.4627 -3.3157 -0.8119 0.1 -0.3 -0.3 0.060
H 9.1275 -4.7378 3.0619 0.0 0.2 0.4 0.076
H 8.8500 -3.8469 1.6025 -0.7 0.1 -0.1 0.067
H 8.9582 -2.9019 3.0911 1.1 -0.2 0.0 0.073
H 7.6651 -4.6706 5.0589 0.4 -0.3 -0.7 0.074
H 5.9765 -4.4203 4.8194 -0.1 -0.1 -0.7 0.071
H 7.0226 -3.0972 5.0834 0.1 0.5 -0.1 0.070
C 1.6104 -5.2104 1.7530 1.3 0.1 1.6 -0.152
O 0.9026 -5.3183 0.5841 -0.7 -1.6 -4.5 -0.233
P 1.6097 -5.9013 -0.8014 1.0 1.4 0.8 0.543
O 0.7709 -6.4793 -1.8759 0.5 0.4 1.6 -0.238
O 2.4552 -4.5920 -1.3120 -0.9 -0.2 0.5 -0.268
C 1.8970 -3.5528 -2.1873 0.4 -0.9 -0.9 -0.072
O 2.8464 -6.8337 -0.2063 -3.0 2.5 0.1 -0.241
C 3.5417 -7.6306 -1.0948 1.4 -1.3 -0.6 -0.144
H 1.3875 -6.0806 2.3705 0.1 0.1 0.3 0.097
H 1.3166 -4.2857 2.2497 -0.1 -0.1 0.1 0.091
H 2.6829 -5.1699 1.5632 0.1 0.1 0.3 0.067
H 0.8178 -3.5589 -2.3403 0.0 -0.3 0.5 0.080
H 2.3511 -3.7741 -3.1531 -0.1 0.2 -0.1 0.090
H 2.1947 -2.5347 -1.9363 0.2 -0.4 0.7 0.059
H 3.4084 -7.4029 -2.1524 -0.3 0.1 0.1 0.094
H 3.2993 -8.6740 -0.8932 -0.1 -0.1 -0.3 0.094
H 4.5978 -7.5089 -0.8544 0.1 0.0 -0.1 0.078
C 2.0986 -1.5048 0.7538 1.0 0.4 0.0 -0.097
O 0.7192 -1.2730 0.5040 -1.1 1.3 -1.7 -0.229
P 0.1268 -0.3720 -0.7267 -0.7 2.5 2.2 0.555
O 0.2257 -0.8136 -2.1285 -0.5 -0.4 1.1 -0.230
O -1.4002 -0.0335 -0.1169 2.4 -1.3 -1.8 -0.232
C -1.5522 0.9201 0.8975 -1.3 1.5 1.6 -0.134
O 0.8379 1.1207 -0.5420 -0.1 -3.4 1.3 -0.274
C 0.3431 2.2190 -1.2600 0.9 0.2 -1.0 -0.115
H 2.3012 -2.5758 0.7499 0.0 0.1 0.1 0.076
H 2.3940 -1.0408 1.6948 -0.4 -0.4 0.4 0.082
H 2.7581 -0.9884 0.0563 -0.2 -0.2 -0.6 0.079
H -2.1468 1.7805 0.5902 0.4 0.2 -1.0 0.070
H -0.6767 1.3298 1.4012 0.3 -0.5 -0.4 0.069
H -2.2462 0.6172 1.6816 0.3 -1.1 0.1 0.091
H 0.0812 3.0158 -0.5639 -0.4 0.0 -0.3 0.083
H -0.4160 1.9138 -1.9802 -0.4 0.3 0.3 0.090
H 1.2193 2.4853 -1.8512 -0.3 0.8 -0.2 0.058
```
Positions in Å, forces in eV/Å.

Computed properties:
E_tot ... -197724.9586 eV
HOMO level ... -0.2691 hartree
Largest force on an atom ... 0.0930 Eh/bohr
Frontier orbital gap ... 7.68 eV
SMILES ... CN(C)P(=O)(N(C)C)N(C)C.CN(C)P(=O)(N(C)C)N(C)C.CN(C)P(=O)(N(C)C)N(C)C.CN(C)P(=O)(N(C)C)N(C)C.CN(C)P(=O)(N(C)C)N(C)C.CN(C)P(=O)(N(C)C)N(C)C.CN(C)P(=O)(N(C)C)N(C)C.COP(=O)(OC)OC.COP(=O)(OC)OC
ΔE to the lowest compared entry with this formula, charge and spin ... 391.7 kJ/mol
Net charge ... 0